17
Properties=species:S:1:pos:R:3:forces:R:3:nbo_charge:R:1 method="wB97M-V/def2-TZVPD" lumo_energy_ev=0.388 e_tot_ev=-16314.0463 de_lowest_kcal_mol=98.2 homo_lumo_gap_ev=8.7
C 2.322607 -0.354789 0.432293 2.675 -1.542 -0.768 0.758
C 0.412321 1.192524 -1.726446 -1.418 2.455 0.179 -0.104
C -2.168749 -0.581765 1.120242 -0.163 4.004 2.210 0.109
C -2.846132 0.418783 0.559402 -1.049 0.006 -2.530 0.170
C 1.278722 -0.872748 -0.526804 0.629 1.187 -1.182 -0.355
N 1.181692 0.185678 -1.592859 1.249 -0.501 -0.357 -0.553
O 3.502807 -0.663561 0.460919 -1.554 -0.314 -0.390 -0.563
O 1.912355 0.591893 1.211667 -3.501 2.740 0.555 -0.641
F -1.499986 -0.358911 2.306467 -0.148 -0.500 -1.259 -0.334
F -2.835575 1.762055 0.800116 0.230 -1.650 0.653 -0.314
H -0.353644 1.505873 -0.905631 1.038 -1.548 -0.641 0.107
H -2.134338 -1.526322 0.721217 -0.057 -2.148 -0.529 0.188
H -3.494972 0.199932 -0.358617 1.184 0.262 1.424 0.184
H 0.314423 -0.845180 -0.099894 -1.066 -0.385 0.701 0.210
H 1.480822 -1.803125 -1.030231 0.336 -0.354 0.264 0.237
H 1.952277 0.207917 -2.295415 -0.804 -0.730 0.733 0.408
H 0.975372 0.941745 0.923574 2.420 -0.983 0.936 0.493